[1]
A 9-piece molecular cluster, C66H75Cl2F4IN3O2 overall at a distorted geometry. Source: the OMol25 dataset; level of theory: the ωB97M-V functional and the def2-TZVPD basis.

- charge = +1
- orbital gap (eV) = 5.84
- multiplicity = 1
- LUMO energy (eV) = -4.6

Last column: Löwdin charge in e.
Atoms and positions in Å:
H -0.2877 3.0022 1.4759  0.1720
C 3.4393 8.2261 2.0665  -0.0875
C -1.1947 -1.3273 -2.5233  -0.2338
H 12.2791 -3.8106 -3.6070  0.1015
C 5.2398 -7.5586 -1.4235  -0.0968
C 0.8743 -3.3183 -5.2166  -0.1113
I -2.6359 -0.7092 2.3318  1.2461
H -8.2751 3.3916 10.4022  0.1026
C 5.7635 -3.4343 0.7937  -0.0883
H -2.1174 -3.2851 -2.0272  0.1599
C -0.5077 -4.3358 6.0410  -0.0866
C -0.6828 -5.4164 5.1876  -0.0859
H -6.1439 -1.7850 -4.0301  0.1171
H -1.8407 9.1443 -1.4908  0.1057
Cl -1.3236 -1.7937 -5.5726  0.7474
H -6.8292 5.5599 5.2976  0.1019
C -0.5266 -5.2537 3.8178  -0.0919
H -3.5402 -0.6036 -1.7530  0.0978
C -6.2823 2.2762 7.2936  -0.1100
H -0.8046 3.2314 -4.2474  0.0665
F 0.0576 1.2146 2.3203  0.0660
H 5.8470 -3.1335 1.8299  0.1016
H -0.6939 5.4924 0.4143  0.0842
H 7.2305 -10.1710 -0.6050  0.1013
C -1.3543 -0.7443 -0.3056  -0.4035
H -5.2605 1.3099 -4.9297  0.1139
H 2.2683 0.9523 1.1287  0.1383
H 7.8484 -3.9023 0.6017  0.1044
H -4.1146 -1.9697 -0.8492  0.1295
C -0.1434 -2.1520 -3.2024  -0.6115
H -3.4420 3.6048 3.5791  0.0738
C 4.4001 7.2659 2.3511  -0.0896
H -5.3122 0.5326 -2.2324  0.0987
H -4.1243 2.3938 -3.1139  0.1181
C -2.1503 -2.2624 -1.6818  -0.1920
C 0.5983 0.1841 -1.4861  -0.0524
C -0.8192 2.1206 1.8335  -0.3023
C -3.5602 -1.6912 -1.7511  -0.1541
C 9.9797 -4.1223 -6.0712  -0.0951
C -2.9882 7.4118 -2.0219  -0.0827
C 5.5514 -4.2115 -1.8636  -0.1154
H 9.8960 -4.4280 -7.1059  0.1009
C 6.1669 -8.3119 -0.7171  -0.0884
C -4.8395 4.4394 2.1880  -0.0944
H -6.3975 5.3691 1.0439  0.1012
F -1.0959 2.0048 -0.5032  0.1488
C -6.2704 5.2469 4.4252  -0.0952
H 1.0209 -2.9736 -6.2312  0.0757
C 1.3419 -0.0254 -0.1787  -0.5038
H -0.6579 -6.0983 3.1541  0.1029
H -0.0294 -2.2498 6.1924  0.1026
C 2.6677 5.7046 2.9295  -0.1074
H -0.9393 -6.3871 5.5905  0.1053
C 4.5330 -3.3877 0.1540  -0.0907
H -2.1666 -2.5009 0.3359  0.0754
H -2.9634 1.0709 -2.9770  0.0836
C -6.5229 2.3872 9.6830  -0.0944
O 1.4823 -1.0900 0.3863  0.0870
C -5.8080 1.9823 8.5645  -0.0986
F -2.8878 2.0087 0.7069  0.0950
C -0.0211 -2.9280 4.1564  -0.1390
H -2.0762 4.3696 -4.5341  0.0714
H 0.6549 6.4293 2.7574  0.0945
H -1.7791 -0.7614 -3.2315  0.0983
C -0.1045 -2.4437 -4.5179  -0.6857
H -0.3713 7.9122 0.0676  0.0917
C -2.3505 5.3626 -0.9445  -0.1168
H 5.4686 -4.5187 -2.8988  0.1074
H 3.6541 -3.0523 0.6914  0.0915
H 6.6270 -7.9048 0.1743  0.1014
H -4.7059 4.3310 5.5704  0.0992
H -3.9606 5.5284 -2.3532  0.1015
C 6.8882 -3.8678 0.1037  -0.0818
H -6.6022 0.4482 -3.3732  0.1106
C -1.1577 7.3915 -0.4631  -0.0817
C -4.3025 -2.1220 -3.0076  -0.1821
H -4.4030 -3.2032 -3.0038  0.1243
H -2.0066 3.4866 -3.0143  0.0368
H -0.6304 -4.4644 7.1081  0.1051
H 3.9192 -7.4964 -3.1129  0.0954
H -7.8419 3.2036 6.1494  0.0953
H 0.5799 1.2570 -1.6484  0.1225
H 5.4500 7.5016 2.2390  0.1037
C -1.3410 6.0310 -0.2683  -0.0901
C -5.0780 4.5541 4.5786  -0.0932
C -4.6620 0.6863 -4.2706  -0.1895
F -1.6653 2.5115 2.8106  0.0646
H -6.2896 -1.7054 -2.2837  0.1135
H -3.6282 7.9506 -2.7080  0.1047
C 4.0146 6.0043 2.7810  -0.0967
H 6.1796 -11.0984 -2.6385  0.1012
C 4.6456 -8.0827 -2.5630  -0.0975
H -2.0437 1.5586 -5.1469  0.0929
H -5.7234 1.9635 6.4202  0.0925
C -3.1744 6.0513 -1.8232  -0.0972
Cl 1.0736 -2.8246 -2.1642  0.8365
C 4.9816 -9.3570 -2.9993  -0.0987
C 11.3187 -3.7770 -4.1044  -0.0933
H 7.8979 -3.6418 -5.8847  0.0979
H 4.5175 -9.7659 -3.8876  0.0992
C -1.8651 3.4043 -4.0894  -0.0897
C -5.5922 0.0968 -3.1892  -0.1938
C -7.7158 3.0793 9.5302  -0.0917
H -3.3027 2.7098 -5.5159  0.1090
H -7.6752 6.0795 3.0352  0.1035
H -3.6998 -1.7899 -3.8463  0.0711
H -0.0768 -3.8782 2.2319  0.0921
C 8.9647 -3.2950 -4.0559  -0.1091
H 1.8049 -3.4168 -4.6799  0.0595
H -6.1506 2.1631 10.6740  0.1016
C -1.6236 1.5333 0.6252  -0.5323
H 10.2793 -3.0355 -2.3807  0.1000
H 4.9802 -6.5681 -1.0845  0.0759
N -0.7659 -0.3447 -1.4951  0.0365
H 7.6558 -4.6054 -1.7586  0.0975
H -2.4964 4.3003 -0.7860  0.0706
H 12.0848 -4.5151 -5.9659  0.1020
N -1.5228 -2.0826 -0.3343  0.1476
H -4.8801 1.4377 8.6843  0.0979
H 2.3673 4.7218 3.2720  0.0911
N -1.7397 0.0839 0.6351  -0.2281
H 0.2404 -1.9573 3.7518  0.0766
H -4.2815 4.1236 1.3153  0.0771
C -6.7451 5.5394 3.1539  -0.0869
H 4.7643 5.2559 3.0025  0.1004
C 2.0925 7.9243 2.2079  -0.0984
C -4.3631 4.1497 3.4595  -0.0918
C -1.9820 8.0825 -1.3394  -0.0800
C 4.4291 -3.7724 -1.1762  -0.1109
C -2.7253 2.2816 -4.7020  -0.2451
C 6.5052 -9.5849 -1.1542  -0.0933
H 3.4707 -3.7329 -1.6749  0.0355
C 10.1954 -3.3406 -3.4162  -0.0981
C 8.8570 -3.6822 -5.3843  -0.0965
H -9.1230 3.9087 8.1409  0.1021
C -7.4735 2.9722 7.1407  -0.1037
C -0.1728 -3.0909 5.5264  -0.0943
C 1.7064 6.6636 2.6417  -0.1070
H 1.3437 8.6726 1.9815  0.0977
O 1.8474 1.1274 0.2771  0.1265
C -3.6101 1.6110 -3.6686  -0.2361
C 5.9138 -10.1068 -2.2964  -0.0955
C -6.0282 5.1387 2.0349  -0.0897
H 3.7408 9.2107 1.7344  0.1043
C -0.1991 -4.0079 3.3014  -0.1132
C -8.1917 3.3704 8.2593  -0.0911
H 8.0884 -2.9556 -3.5184  0.0859
H 1.2035 -0.2318 -2.2815  0.1236
C 11.2098 -4.1706 -5.4307  -0.0931
C -5.6573 -1.4317 -3.1256  -0.1901
H 0.4385 -4.3135 -5.3052  0.0991
H -4.2095 -0.0732 -4.9031  0.1009
C 6.7814 -4.2594 -1.2233  -0.0993

[2]
C38H44AuN3O5S as an isolated structure. Source: the OMol25 dataset; level of theory: the ωB97M-V functional and the def2-TZVPD basis.

- charge = 0
- orbital gap (alpha / beta) (eV) = 7.48 / 5.43
- ⟨S²⟩ = 2.039
- multiplicity = 3
- LUMO energy (alpha / beta) (eV) = -0.8 / -3.1

Last column: Löwdin charge in e.
Atoms and positions in Å:
O -1.7056 2.4627 1.5585  0.1385
N -0.4658 1.3979 -0.0761  0.1032
H -5.0974 1.4513 -0.0807  0.1094
C -2.5288 3.3151 -3.0656  -0.0122
C -0.3865 4.4061 -0.1613  -0.3747
C -0.1107 -0.1244 -3.8613  -0.0491
C 2.4933 -5.5007 1.6154  -0.0672
H -1.8023 6.0392 0.0007  0.0777
H -0.6948 0.1512 -4.7401  0.0814
C 0.6256 5.1978 -1.0007  -0.0469
H 2.7891 -0.3293 4.5982  0.1294
C -5.8941 0.3802 1.5918  -0.2779
C 4.8192 -4.0052 -1.7065  -0.0682
H -0.3460 -0.4722 -1.7750  0.0476
H -3.1684 3.7852 -3.8000  0.1160
H 3.4288 -0.2468 -3.2455  0.0834
H 3.8054 -5.5824 -0.6827  0.1086
C -1.1811 3.5008 -1.0777  -0.0986
H -2.1641 5.1397 -2.0131  0.1185
O 3.8251 -1.6757 2.5113  0.0816
H 1.2738 5.7788 -0.3441  0.0843
C -4.4112 -1.2712 2.5516  -0.0457
H -2.9642 -0.6392 -3.2954  0.0798
H 0.9969 -5.2727 -0.6899  0.0837
H 0.2748 -1.1325 -4.0152  0.0889
H 1.8194 -3.4915 1.6461  0.1235
O -1.1314 -1.0630 2.7566  -0.3214
C -1.9874 4.0733 -2.0341  -0.0175
H -2.5586 1.4269 -4.0624  0.1190
C 3.4248 0.3037 -2.3042  -0.0720
H -0.5048 2.4089 3.9743  0.1298
H 1.1750 1.3608 5.5079  0.1178
C -1.2728 5.3434 0.6524  -0.0496
C 3.2911 -2.2789 -0.1741  -0.1669
H 0.2022 3.8010 0.5275  0.1193
H 0.1214 5.8920 -1.6740  0.0806
C 2.0410 -0.1136 2.6130  -0.1520
C 0.2744 1.3737 2.2765  -0.1934
H -0.0239 -4.8583 0.7010  0.0810
C 2.0818 0.1871 3.9654  0.0483
C 2.8953 -1.1623 1.9138  -0.4909
H 0.7350 0.5591 -3.7874  0.0738
C 4.2145 -1.7478 -1.0837  -0.1358
C 3.1196 -3.6671 -0.0248  -0.1286
H -6.3795 -0.8597 3.2738  0.1123
C 0.7901 -4.5098 0.0654  -0.0499
C 4.5674 0.6205 -0.0781  -0.0621
C -0.7248 1.8342 1.2529  -0.3949
H -1.8437 -1.9906 -3.1316  0.0903
C -3.4378 -0.9505 1.6133  -0.2599
C -1.3764 1.3321 -2.2976  -0.0955
C 4.4495 -0.2651 -1.3202  -0.3617
H -7.1613 2.0434 1.0792  0.0727
H 2.4136 0.2448 -1.8858  0.0243
N 1.1806 0.5213 1.8457  0.0389
Au 0.8528 -0.4128 -0.0119  1.1490
C -3.6908 0.0259 0.6696  -0.0674
N 2.5351 -1.3866 0.6304  -0.0412
H -2.5542 -1.2718 -1.6884  0.0617
H -2.0035 4.7910 1.2390  0.0751
H 3.5907 0.9407 0.2847  0.0509
C -2.1856 1.9763 -3.2092  -0.0209
C -0.9739 -0.0943 -2.5948  -0.3863
H -2.9311 0.2714 -0.0579  0.0803
C -7.2276 1.0707 1.5652  -0.0561
H -7.9616 0.4764 1.0175  0.0824
H 3.6318 1.3547 -2.5144  0.0813
H -0.6568 5.9376 1.3276  0.0867
H 5.6799 -2.2410 -2.5586  0.1103
H 2.5737 -6.3536 0.9384  0.0702
O -2.1425 -3.1587 1.9829  -0.3088
H 1.7528 -5.7607 2.3719  0.0822
H 5.4217 -0.2207 -1.8224  0.1255
H -7.6137 1.2192 2.5728  0.0758
H 0.4265 -3.6168 -0.4416  0.0590
C -0.9810 2.0683 -1.1153  -0.1311
H 3.4546 -5.3630 2.1104  0.0861
C -4.9101 0.6853 0.6615  -0.0362
C 0.2470 1.7245 3.6120  0.0366
H -4.2116 -2.0479 3.2775  0.1172
O -1.2643 -1.5322 0.3818  -0.4419
C 4.9598 -2.6371 -1.8524  -0.0424
H 5.4232 -4.6783 -2.3002  0.1023
C 2.0514 -4.2362 0.8839  -0.3678
C 1.1783 1.1211 4.4532  -0.0029
C -2.1631 -1.0510 -2.6808  -0.0352
H 1.2517 4.5385 -1.6023  0.0847
H 5.1343 1.5189 -0.3283  0.0799
C 3.9097 -4.5116 -0.7926  -0.0289
C -5.6250 -0.6072 2.5383  -0.0372
S -1.8663 -1.7706 1.7138  0.4510
H 5.0824 0.1102 0.7350  0.0854

Number 1: total energy -4491.955714 a.u.. Number 2: total energy -2548.732378 a.u..